[1]
The following is a DFT calculation (the ωB97M-V functional and the def2-TZVPD basis) of 8 unconnected molecules or ions with the total composition C11H11Cl30N3O2P at a distorted geometry.

Output
2S+1 = 1
Gap between HOMO and LUMO = 8.029 eV
Charge = +1
LUMO energy = -0.16307 Ha
Max |F| = 2.7 eV/Å

Element x y z (Å)
1 C 1.92662 1.02852 -0.83009
2 C 2.27790 2.53251 -0.72239
3 C 2.33747 3.33106 -2.03989
4 Cl 2.84656 2.32754 -3.39954
5 N 1.11609 4.11932 -2.44820
6 C 1.01115 5.30066 -1.77268
7 N 1.16272 5.54760 -0.40064
8 N 0.76578 6.38630 -2.45918
9 Cl 0.59112 6.41200 -4.12580
10 P -0.50210 3.28526 -2.64812
11 O -0.88082 2.58703 -1.22330
12 O -0.18760 2.04147 -3.57749
13 H 1.30157 0.76891 0.01972
14 H 2.84047 0.44899 -0.73828
15 H 1.36748 0.77280 -1.72141
16 H 3.26172 2.60625 -0.25894
17 H 1.56535 2.96898 -0.02514
18 H 3.14408 4.05879 -1.93651
19 H 2.12055 5.41730 -0.09109
20 H 0.54216 4.97935 0.15973
21 H 0.69755 7.25926 -1.94587
22 H -0.87271 3.19849 -0.48512
23 H 0.00262 1.20785 -3.11989
24 C 3.65710 -0.31083 -6.55840
25 Cl 3.43211 -2.05471 -6.62254
26 Cl 2.27039 0.43341 -5.73798
27 Cl 5.12677 0.07883 -5.65402
28 Cl 3.78361 0.33530 -8.19198
29 C 6.30422 -4.86913 -5.87565
30 Cl 5.44014 -5.45960 -7.29857
31 Cl 5.37247 -5.25135 -4.42304
32 Cl 7.88741 -5.63888 -5.78178
33 Cl 6.49723 -3.11781 -5.99886
34 C -0.88875 -1.58387 1.10316
35 Cl -1.08835 -3.33318 1.08663
36 Cl -2.27614 -0.83259 1.88985
37 Cl 0.58189 -1.16773 1.99403
38 Cl -0.76422 -0.99008 -0.56565
39 C -4.35743 -0.15922 5.52219
40 Cl -5.02294 1.11645 6.53904
41 Cl -4.25844 0.40593 3.84554
42 Cl -2.72132 -0.56184 6.06464
43 Cl -5.37670 -1.59111 5.60256
44 C -2.88727 -7.62050 0.75491
45 Cl -2.30161 -5.96097 0.97698
46 Cl -2.56718 -8.13424 -0.90218
47 Cl -2.05157 -8.69106 1.87977
48 Cl -4.62184 -7.66860 1.06641
49 C -9.33817 -0.24977 5.39828
50 Cl -9.81062 0.85634 6.68980
51 Cl -8.93128 -1.82183 6.09214
52 Cl -10.67582 -0.44018 4.26348
53 Cl -7.93640 0.41312 4.54654
54 C 1.81156 -0.94068 6.84802
55 Cl 2.74895 -0.27462 5.50178
56 Cl 0.09203 -0.62608 6.56869
57 Cl 2.08268 -2.67910 6.94852
58 Cl 2.31444 -0.17144 8.35157

[2]
The following is a DFT calculation (the ωB97M-V functional and the def2-TZVPD basis) of a molecular structure, C11H11ClN2O2Ru at a distorted geometry.

Output
2S+1 = 5
Gap between HOMO and LUMO (spin up / spin down) = 7.609 / 4.382 eV
Charge = +2
Expectation value of S² = 6.027
LUMO energy (spin up / spin down) = -0.29864 / -0.44802 Ha
Max |F| = 7.8 eV/Å

Element x y z (Å)
1 Cl 2.16023 0.32462 -1.32693
2 C -1.63081 2.09944 -0.70084
3 C -2.37772 0.96532 -0.20797
4 C -1.99844 -0.16760 -0.94855
5 H -3.13534 1.00053 0.58399
6 C -1.00785 0.20774 -1.92104
7 C -0.80431 1.65078 -1.80138
8 H -0.28937 2.28429 -2.52600
9 H -1.82156 3.14881 -0.45797
10 H -2.39374 -1.18815 -0.85271
11 C -0.41582 -0.67913 -2.94904
12 Ru 0.32339 1.04404 -0.00687
13 C -0.29198 1.65751 1.63722
14 C 1.70568 2.26921 0.30632
15 O -0.58727 2.11365 2.66535
16 O 2.61334 2.93780 0.59288
17 H -0.42930 -1.71359 -2.57574
18 H 0.62708 -0.38159 -3.11821
19 H -0.96753 -0.69033 -3.90323
20 N 0.94456 -2.80536 1.97757
21 C 1.86448 -2.03811 2.66764
22 C 1.75104 -0.77892 2.16914
23 N 0.80287 -0.77693 1.16345
24 C 0.30326 -2.01268 1.08027
25 H 0.76009 -3.79712 2.11233
26 H 2.50941 -2.42038 3.44479
27 H 2.27884 0.11805 2.45703
28 H -0.49324 -2.37189 0.43848

[3]
The following is a DFT calculation (the ωB97M-V functional and the def2-TZVPD basis) of a molecular structure, C11H11ClO2Os at a distorted geometry.

Output
Energy relative to the best compared isomer or geometry (same formula, charge and spin) = 0.0 kJ/mol
2S+1 = 5
Gap between HOMO and LUMO (spin up / spin down) = 7.011 / 6.502 eV
Expectation value of S² = 6.029
LUMO energy (spin up / spin down) = 0.00898 / -0.07425 Ha
Max |F| = 7.3 eV/Å

Element x y z (Å)
1 C -2.90658 -1.10612 -0.20695
2 C -2.08107 -1.28980 -1.38715
3 C -1.64934 -0.00047 -1.83267
4 H -1.82923 -2.24300 -1.85901
5 C -2.12250 0.97948 -0.90973
6 C -2.90664 0.29256 0.09489
7 H -3.45487 0.72800 0.90875
8 H -3.44487 -1.89217 0.31867
9 H -1.10226 0.17614 -2.74318
10 H -1.94645 2.04239 -0.98970
11 Os -0.97481 -0.35663 0.15443
12 Cl -0.31739 -2.27885 1.24415
13 C 3.52508 0.12372 0.49405
14 C 2.59831 1.20763 0.31412
15 C 1.56409 0.82363 -0.63059
16 H 2.60569 2.17842 0.81270
17 C 1.84583 -0.53251 -1.00445
18 C 3.01894 -0.97131 -0.29148
19 H 3.40674 -2.00130 -0.29630
20 H 4.44081 0.12654 1.12410
21 H 0.87390 1.53237 -1.17708
22 H 1.31663 -1.06707 -1.83196
23 O 0.38961 1.44981 3.41961
24 C -0.09900 0.88797 2.46568
25 O -0.43376 1.40190 1.27840
26 H -0.31688 -0.21135 2.53070

- Which formula does entry 1 have?
  C11H11Cl30N3O2P

- Look up the max |F| of the first one.
  2.7 eV/Å